Formula: C5H11BrNO
Source: OMol25
Level of theory: wB97M-V/def2-TZVPD

Last column: Mulliken charge in e.
Positions of all 19 atoms, in Å:
1 C -1.449 -1.541 -0.259  -0.0519
2 C 4.057 -0.777 0.306  -0.4095
3 C -2.243 1.747 0.169  -0.8913
4 C -1.033 -0.389 0.275  -0.5059
5 C 3.143 -0.004 0.857  -0.2716
6 N -1.245 0.770 -0.505  0.0667
7 O -1.930 -1.514 -1.591  -0.5553
8 Br 1.971 1.284 0.174  -0.1294
9 H -1.358 -2.522 0.171  0.4154
10 H -1.792 -2.348 -2.056  0.3650
11 H 4.770 -1.281 0.978  0.2379
12 H 4.135 -0.779 -0.719  0.2967
13 H -1.922 1.895 1.142  0.4049
14 H -2.206 2.793 -0.360  0.3120
15 H -3.115 1.272 0.133  0.3957
16 H -0.762 -0.242 1.376  0.4077
17 H 3.004 -0.068 1.926  0.3285
18 H -1.592 0.291 -1.301  0.3708
19 H -0.433 1.415 -0.716  0.2137

Calculated values
* charge: +1
* multiplicity: 1
* ΔE to the lowest compared entry with this formula, charge and spin: 1.496 eV
* total energy: -78934.21795 eV
* frontier orbital gap: 9.8 eV
* HOMO: -12.885 eV



Formula: C5H11BrO2
Source: OMol25
Level of theory: wB97M-V/def2-TZVPD

Last column: Mulliken charge in e.
Positions of all 19 atoms, in Å:
1 C -1.086 -0.071 0.997  -1.4936
2 C -0.183 -0.887 -0.025  1.5228
3 C -0.430 -0.597 -1.420  -1.5878
4 O -0.281 -2.249 0.172  -0.5917
5 C 1.244 -0.338 0.273  -0.9283
6 Br 1.982 -1.143 1.927  -0.0961
7 C 1.411 1.156 0.424  -0.4490
8 O 2.721 1.504 0.726  -0.5012
9 H -0.625 0.155 2.000  0.3334
10 H -1.218 1.011 0.747  0.3726
11 H -2.071 -0.586 1.177  0.3863
12 H -1.469 -0.361 -1.579  0.3431
13 H 0.336 0.175 -1.714  0.3336
14 H -0.268 -1.474 -2.064  0.3763
15 H -0.088 -2.554 1.061  0.3537
16 H 1.847 -0.650 -0.629  0.6028
17 H 0.853 1.357 1.325  0.3069
18 H 0.962 1.592 -0.443  0.3568
19 H 3.337 0.970 0.075  0.3593

Calculated values
* multiplicity: 1
* structure (SMILES): CC(C)(O)[C@H](Br)CO
* ΔE to the lowest compared entry with this formula, charge and spin: 0.152 eV
* total energy: -79499.71761 eV
* frontier orbital gap: 10.8 eV
* HOMO: -10.129 eV



Formula: C5H11Cl2ISi
Source: OMol25
Level of theory: wB97M-V/def2-TZVPD

Last column: Mulliken charge in e.
Positions of all 20 atoms, in Å:
1 C 1.136 -1.442 -0.051  -1.6160
2 C 1.860 0.487 1.084  -1.5334
3 C -0.587 0.067 1.032  -1.2540
4 C -3.156 -0.134 -0.940  -1.0385
5 C 0.700 0.005 0.243  1.5449
6 Si 0.505 1.028 -1.537  0.2995
7 Cl -0.301 2.761 -0.941  -0.2434
8 Cl 2.235 1.466 -2.418  -0.2335
9 I -2.970 -1.440 -2.520  0.1021
10 H 0.297 -2.103 -0.348  0.3334
11 H 1.848 -1.426 -0.881  0.4587
12 H 1.535 -1.907 0.848  0.3719
13 H 2.790 0.134 0.479  0.3479
14 H 1.763 0.121 2.067  0.4563
15 H 1.963 1.563 1.275  0.3386
16 H -1.577 -0.025 0.484  -0.1624
17 H -0.569 -0.572 1.896  0.4575
18 H -0.716 1.079 1.347  0.4761
19 H -3.457 -0.459 0.086  0.4193
20 H -3.298 0.799 -1.205  0.4750

Calculated values
* multiplicity: 1
* ΔE to the lowest compared entry with this formula, charge and spin: 1.872 eV
* total energy: -46385.21161 eV
* frontier orbital gap (alpha / beta): 7.1 / 7.3 eV
* HOMO (alpha / beta): -8.394 / -7.857 eV



Formula: C5H11Cl8NiO
Source: OMol25
Level of theory: wB97M-V/def2-TZVPD

Last column: Mulliken spin population.
Positions of all 26 atoms, in Å:
1 Ni -2.079 7.901 -11.757  1.0554
2 C -2.587 8.856 -8.560  0.0160
3 O -2.366 8.512 -9.883  0.8065
4 H -2.449 7.983 -7.925  0.0096
5 H -1.786 9.587 -8.368  0.0823
6 H -3.529 9.368 -8.373  0.0260
7 C 1.347 10.265 -9.314  0.0011
8 Cl 1.377 8.586 -9.850  0.0021
9 Cl 2.923 10.710 -8.652  0.0002
10 H 1.153 10.902 -10.171  0.0002
11 H 0.557 10.404 -8.582  -0.0004
12 C -4.459 13.698 -8.748  0.0000
13 Cl -5.222 14.175 -10.272  0.0000
14 Cl -4.736 14.868 -7.452  0.0000
15 H -4.822 12.710 -8.488  0.0000
16 H -3.389 13.654 -8.935  -0.0001
17 C -1.198 6.207 -5.439  0.0005
18 Cl -1.312 6.483 -3.672  0.0000
19 Cl -2.453 5.065 -5.983  0.0001
20 H -1.364 7.153 -5.935  -0.0001
21 H -0.222 5.774 -5.614  0.0000
22 C -0.787 13.065 -6.707  0.0000
23 Cl -1.673 14.519 -6.166  0.0000
24 Cl 0.915 13.439 -7.049  0.0000
25 H -0.791 12.343 -5.898  -0.0001
26 H -1.236 12.656 -7.606  0.0005

Calculated values
* charge: +1
* multiplicity: 3
* total energy: -148621.76234 eV
* frontier orbital gap (alpha / beta): 6.6 / 5.3 eV
* HOMO (alpha / beta): -12.859 / -12.859 eV



> What is the total energy in the first record?

-78934.21795 eV



Repeat the fourth record exactly.
Formula: C5H11Cl8NiO
Source: OMol25
Level of theory: wB97M-V/def2-TZVPD

Last column: Mulliken spin population.
Positions of all 26 atoms, in Å:
1 Ni -2.079 7.901 -11.757  1.0554
2 C -2.587 8.856 -8.560  0.0160
3 O -2.366 8.512 -9.883  0.8065
4 H -2.449 7.983 -7.925  0.0096
5 H -1.786 9.587 -8.368  0.0823
6 H -3.529 9.368 -8.373  0.0260
7 C 1.347 10.265 -9.314  0.0011
8 Cl 1.377 8.586 -9.850  0.0021
9 Cl 2.923 10.710 -8.652  0.0002
10 H 1.153 10.902 -10.171  0.0002
11 H 0.557 10.404 -8.582  -0.0004
12 C -4.459 13.698 -8.748  0.0000
13 Cl -5.222 14.175 -10.272  0.0000
14 Cl -4.736 14.868 -7.452  0.0000
15 H -4.822 12.710 -8.488  0.0000
16 H -3.389 13.654 -8.935  -0.0001
17 C -1.198 6.207 -5.439  0.0005
18 Cl -1.312 6.483 -3.672  0.0000
19 Cl -2.453 5.065 -5.983  0.0001
20 H -1.364 7.153 -5.935  -0.0001
21 H -0.222 5.774 -5.614  0.0000
22 C -0.787 13.065 -6.707  0.0000
23 Cl -1.673 14.519 -6.166  0.0000
24 Cl 0.915 13.439 -7.049  0.0000
25 H -0.791 12.343 -5.898  -0.0001
26 H -1.236 12.656 -7.606  0.0005

Calculated values
* charge: +1
* multiplicity: 3
* total energy: -148621.76234 eV
* frontier orbital gap (alpha / beta): 6.6 / 5.3 eV
* HOMO (alpha / beta): -12.859 / -12.859 eV



> The highest multiplicity belongs to which entry?

C5H11Cl8NiO



> Among the records above, which one has the highest total energy?

C5H11Cl2ISi